Record 1
The following is a quantum chemistry calculation of a 11-piece molecular cluster, C33H88O11 overall, from the OMol25 dataset.

Calculated values
Lowest unoccupied orbital energy ... 0.42 eV
Molecular weight ... 661.06 g mol⁻¹
Orbital gap ... 0.3662 hartree
Structure (SMILES) ... CC(C)O.CC(C)O.CC(C)O.CC(C)O.CC(C)O.CC(C)O.CC(C)O.CC(C)O.CC(C)O.CC(C)O.CC(C)O
HOMO energy ... -9.5 eV

CARTESIAN COORDINATES (ANGSTROEM)
C 0.193 5.343 2.367
C -0.764 4.286 2.876
C -0.113 2.918 3.121
O -1.457 4.835 4.024
H 0.924 5.615 3.136
H -0.311 6.297 2.208
H 0.633 4.943 1.456
H -1.550 4.224 2.112
H 0.833 2.841 2.587
H -0.789 2.136 2.775
H 0.018 2.851 4.202
H -2.141 4.156 4.146
C 5.084 -1.745 -2.748
C 6.134 -2.696 -2.181
C 6.763 -3.650 -3.161
O 7.134 -1.973 -1.463
H 4.506 -2.238 -3.538
H 5.467 -0.810 -3.157
H 4.292 -1.482 -2.042
H 5.607 -3.302 -1.431
H 7.132 -3.180 -4.077
H 6.154 -4.513 -3.437
H 7.650 -4.139 -2.739
H 7.963 -2.105 -1.931
C 1.886 4.287 -1.689
C 3.096 3.601 -0.993
C 4.328 4.469 -0.995
O 2.730 3.166 0.307
H 1.593 3.820 -2.628
H 2.043 5.349 -1.894
H 1.012 4.275 -1.034
H 3.390 2.664 -1.471
H 5.214 3.884 -0.744
H 4.239 5.288 -0.275
H 4.562 4.942 -1.951
H 2.268 3.870 0.775
C 2.281 -4.504 -1.167
C 2.718 -4.549 0.290
C 3.560 -5.804 0.542
O 3.551 -3.384 0.548
H 1.555 -3.747 -1.457
H 1.778 -5.448 -1.425
H 3.150 -4.543 -1.829
H 1.832 -4.384 0.900
H 4.055 -6.110 -0.382
H 2.868 -6.590 0.850
H 4.355 -5.676 1.273
H 4.366 -3.535 0.054
C -1.538 -4.197 0.848
C -3.030 -3.858 0.965
C -3.409 -2.574 0.233
O -3.813 -4.969 0.566
H -1.317 -4.475 -0.190
H -1.396 -5.108 1.431
H -0.922 -3.331 1.084
H -3.265 -3.678 2.022
H -2.934 -2.511 -0.749
H -2.966 -1.741 0.788
H -4.489 -2.447 0.274
H -3.263 -5.605 0.102
C 3.630 -0.623 2.010
C 4.302 -1.227 3.235
C 3.995 -0.470 4.524
O 3.992 -2.615 3.418
H 3.754 0.452 1.880
H 2.558 -0.818 1.938
H 4.025 -1.095 1.109
H 5.389 -1.263 3.100
H 4.170 0.601 4.384
H 4.605 -0.781 5.369
H 2.924 -0.514 4.734
H 3.750 -2.986 2.559
C -5.286 1.557 1.121
C -4.913 2.892 1.778
C -5.957 3.441 2.762
O -3.616 2.745 2.327
H -5.165 0.678 1.758
H -4.657 1.368 0.248
H -6.327 1.519 0.784
H -4.781 3.599 0.947
H -5.654 3.359 3.811
H -6.789 2.744 2.650
H -6.209 4.497 2.697
H -3.277 1.839 2.360
C -0.573 0.101 -4.557
C -0.659 1.344 -5.469
C -0.029 2.572 -4.821
O 0.131 1.050 -6.634
H 0.461 -0.005 -4.232
H -0.889 -0.769 -5.126
H -1.209 0.275 -3.688
H -1.696 1.541 -5.745
H -0.558 2.751 -3.883
H -0.159 3.445 -5.463
H 1.046 2.444 -4.698
H -0.392 1.132 -7.434
C -6.342 -0.067 -3.543
C -5.334 0.967 -3.079
C -3.956 0.351 -2.852
O -5.198 2.043 -4.000
H -5.931 -0.722 -4.320
H -7.175 0.428 -4.047
H -6.637 -0.758 -2.755
H -5.600 1.437 -2.123
H -3.955 -0.505 -2.174
H -3.175 1.009 -2.460
H -3.576 0.063 -3.838
H -5.839 1.929 -4.707
C -3.686 -0.250 4.512
C -2.304 -0.323 3.891
C -1.651 -1.674 4.073
O -2.529 0.024 2.519
H -4.223 0.645 4.197
H -3.666 -0.103 5.597
H -4.234 -1.170 4.310
H -1.628 0.434 4.303
H -1.316 -1.856 5.092
H -0.804 -1.753 3.381
H -2.231 -2.551 3.764
H -1.785 -0.120 1.917
C 0.823 -0.765 -0.942
C 0.556 0.359 0.063
C -0.511 1.377 -0.381
O 0.167 -0.331 1.268
H 1.672 -1.396 -0.677
H 0.909 -0.401 -1.967
H -0.092 -1.367 -0.972
H 1.444 0.942 0.314
H -0.451 1.587 -1.451
H -0.255 2.311 0.120
H -1.548 1.112 -0.172
H 0.676 -1.146 1.298

=====

Record 2
The following is a quantum chemistry calculation of C33H89BF4O12V as an isolated structure, from the OMol25 dataset.

Calculated values
Lowest unoccupied orbital energy (alpha / beta) ... 0.54 / 0.54 eV
Molecular weight ... 815.81 g mol⁻¹
<S²> ... 3.753
Orbital gap (alpha / beta) ... 0.2984 / 0.3594 hartree
HOMO energy (alpha / beta) ... -7.6 / -9.2 eV
2S+1 ... 4

CARTESIAN COORDINATES (ANGSTROEM)
V -0.205 -0.095 -0.198
O 1.446 1.199 -0.411
H 2.413 1.266 -0.289
B -1.959 -2.170 -0.285
F -0.587 -2.292 -0.128
F -2.663 -3.106 0.358
F -2.161 -0.956 0.335
F -2.205 -2.102 -1.666
C -0.200 -4.983 2.084
C -1.141 -4.267 3.048
C -0.562 -3.972 4.433
O -1.402 -2.956 2.657
H 0.795 -4.558 1.953
H -0.580 -4.880 1.067
H -0.191 -6.053 2.293
H -2.146 -4.673 3.160
H -0.207 -4.884 4.913
H -1.191 -3.424 5.134
H 0.378 -3.430 4.330
H -2.044 -3.019 1.945
C 1.083 -0.144 4.051
C 1.392 -0.339 2.554
C 2.579 -1.237 2.226
O 0.288 -0.820 1.865
H 0.069 0.240 4.162
H 1.799 0.475 4.593
H 1.095 -1.115 4.546
H 1.750 0.626 2.194
H 2.564 -1.434 1.154
H 2.500 -2.062 2.934
H 3.511 -0.746 2.508
H -0.046 -1.596 2.321
C -0.840 5.503 0.269
C -0.554 5.104 -1.247
C 0.865 5.652 -1.732
O -0.558 3.687 -1.456
H -1.000 6.563 0.469
H 0.123 5.349 0.757
H -1.779 5.067 0.611
H -1.371 5.487 -1.859
H 1.209 5.317 -2.710
H 1.653 5.302 -1.066
H 0.915 6.741 -1.709
H 0.216 3.394 -0.969
C 5.601 -0.274 -1.299
C 5.965 1.145 -1.766
C 6.585 1.848 -0.532
O 6.713 1.109 -2.919
H 6.424 -0.706 -0.729
H 5.396 -1.025 -2.062
H 4.758 -0.289 -0.608
H 5.042 1.630 -2.083
H 6.750 2.898 -0.774
H 7.583 1.449 -0.352
H 6.034 1.591 0.373
H 6.451 0.346 -3.439
C 0.275 -2.549 -3.851
C 0.952 -2.674 -2.507
C 2.447 -2.896 -2.719
O 0.852 -1.399 -1.867
H 0.823 -1.733 -4.321
H -0.759 -2.259 -3.660
H 0.349 -3.469 -4.430
H 0.506 -3.447 -1.881
H 2.750 -3.941 -2.777
H 3.088 -2.388 -1.998
H 2.749 -2.444 -3.664
H 1.511 -0.787 -2.203
C -3.894 -1.582 4.284
C -4.833 -1.254 3.125
C -6.003 -2.313 3.018
O -5.479 -0.038 3.356
H -4.351 -1.959 5.199
H -3.169 -0.777 4.404
H -3.272 -2.424 3.981
H -4.187 -1.076 2.266
H -6.672 -2.066 3.843
H -5.592 -3.321 3.078
H -6.428 -2.058 2.048
H -5.491 -0.032 4.316
C -4.338 -5.712 -1.635
C -2.880 -6.146 -1.288
C -1.921 -5.390 -2.186
O -2.789 -5.714 0.083
H -4.319 -5.628 -2.722
H -4.603 -4.741 -1.217
H -5.070 -6.440 -1.284
H -2.786 -7.229 -1.376
H -1.831 -4.320 -2.000
H -2.113 -5.435 -3.258
H -0.883 -5.653 -1.980
H -2.805 -4.756 0.135
C 2.951 2.918 -3.402
C 2.041 1.747 -3.862
C 2.281 1.155 -5.210
O 2.049 0.618 -3.006
H 3.946 2.794 -3.829
H 3.156 3.021 -2.337
H 2.520 3.863 -3.734
H 1.014 2.113 -3.867
H 2.555 1.994 -5.848
H 1.462 0.543 -5.590
H 3.230 0.645 -5.043
H 1.900 0.903 -2.101
C -1.691 2.603 3.012
C -2.226 1.673 1.932
C -3.515 2.028 1.343
O -1.188 1.676 1.010
H -0.680 2.214 3.138
H -2.201 2.660 3.974
H -1.737 3.672 2.803
H -2.472 0.670 2.280
H -4.125 2.449 2.142
H -4.005 1.129 0.971
H -3.509 2.748 0.525
H -0.556 2.340 1.295
C 3.736 2.996 2.313
C 2.254 3.323 2.302
C 1.971 4.703 2.973
O 1.705 3.329 0.984
H 4.161 3.875 1.828
H 4.015 2.187 1.639
H 4.104 2.986 3.339
H 1.738 2.582 2.913
H 0.983 5.161 2.941
H 2.577 5.357 2.346
H 2.242 4.669 4.029
H 1.869 2.495 0.539
C -3.363 1.936 -2.254
C -2.235 1.058 -2.878
C -1.895 1.532 -4.244
O -1.200 1.000 -1.922
H -3.851 1.490 -1.387
H -4.227 1.938 -2.918
H -3.079 2.942 -1.946
H -2.539 0.044 -3.136
H -1.300 2.400 -3.961
H -2.834 1.782 -4.739
H -1.345 0.810 -4.847
H -0.874 1.898 -1.832

=====

Record 3
The following is a quantum chemistry calculation of C33H90BaF3N6O17S as an isolated structure, from the OMol25 dataset.

Calculated values
Lowest unoccupied orbital energy ... -4.29 eV
Molecular weight ... 1069.50 g mol⁻¹
Orbital gap ... 0.2114 hartree
HOMO energy ... -10.0 eV
Total charge ... +1

CARTESIAN COORDINATES (ANGSTROEM)
Ba -2.184 2.887 -4.689
C -0.044 -0.119 -1.481
F 0.286 -0.496 -0.254
F 0.930 -0.490 -2.313
F -1.183 -0.716 -1.825
S -0.302 1.746 -1.472
O -1.379 1.870 -0.518
O 0.936 2.335 -1.074
O -0.679 2.024 -2.852
C 4.284 3.548 1.840
C 3.114 3.443 0.888
O 3.463 2.824 -0.322
O 5.322 4.388 1.330
H 4.665 2.560 2.121
H 3.966 4.047 2.759
H 2.735 4.467 0.764
H 2.296 2.912 1.396
H 2.643 2.589 -0.786
H 5.860 3.826 0.760
C -3.483 4.458 0.684
C -3.936 5.827 0.279
O -3.805 6.053 -1.138
O -2.081 4.323 0.583
H -4.009 3.726 0.066
H -3.807 4.324 1.725
H -3.320 6.596 0.759
H -4.938 5.994 0.684
H -4.655 6.368 -1.458
H -1.851 3.421 0.313
C -2.383 -0.616 -5.669
C -0.893 -0.372 -5.488
O -0.538 0.972 -5.790
O -3.069 0.282 -4.749
H -2.542 -1.643 -5.343
H -2.710 -0.429 -6.691
H -0.441 -1.040 -6.230
H -0.614 -0.775 -4.513
H 0.444 1.039 -5.742
H -3.911 -0.120 -4.495
C 3.155 2.112 -3.865
C 3.433 1.314 -5.125
O 2.207 0.752 -5.590
O 2.788 3.460 -4.135
H 4.034 2.079 -3.211
H 2.403 1.648 -3.215
H 4.254 0.608 -4.981
H 3.862 1.999 -5.864
H 2.309 0.504 -6.518
H 3.024 3.961 -3.345
C 3.794 -3.043 3.308
C 3.648 -3.882 2.046
C 2.426 -3.489 1.228
O 1.261 -3.748 2.002
C 0.068 -3.458 1.288
N 4.869 -3.673 1.252
H 3.785 -2.000 2.980
H 4.702 -3.302 3.846
H 2.958 -3.138 4.001
H 3.615 -4.953 2.244
H 2.345 -4.086 0.305
H 2.433 -2.449 0.872
H -0.713 -4.140 1.621
H 0.248 -3.673 0.230
H -0.216 -2.420 1.470
H 5.004 -2.712 0.946
H 4.783 -4.182 0.374
C -4.051 -1.261 -0.309
C -4.554 -0.050 -1.068
C -6.064 -0.023 -1.181
O -6.567 -1.172 -1.844
C -7.882 -0.999 -2.309
N -4.108 1.152 -0.338
H -4.356 -2.255 -0.662
H -4.431 -1.318 0.718
H -2.965 -1.328 -0.240
H -4.193 -0.094 -2.105
H -6.346 0.913 -1.677
H -6.542 -0.060 -0.191
H -8.037 -0.210 -3.058
H -8.504 -0.696 -1.460
H -8.223 -1.914 -2.783
H -4.459 0.978 0.611
H -3.096 1.193 -0.282
C 7.086 0.710 1.889
C 7.178 -0.332 0.755
C 6.067 -0.162 -0.266
O 4.838 -0.536 0.368
C 3.759 -0.485 -0.515
N 8.482 -0.136 0.128
H 6.056 0.756 2.247
H 7.341 1.695 1.495
H 7.757 0.440 2.701
H 7.162 -1.320 1.231
H 6.238 -0.809 -1.131
H 5.985 0.891 -0.548
H 2.909 -0.083 0.049
H 3.371 -1.460 -0.853
H 3.860 0.090 -1.440
H 9.217 -0.183 0.825
H 8.718 -0.874 -0.530
C 2.609 1.070 7.279
C 2.057 0.185 6.154
C 2.164 0.786 4.757
O 1.407 -0.052 3.882
C 1.190 0.491 2.621
N 2.717 -1.116 6.231
H 2.110 2.043 7.220
H 3.686 1.215 7.166
H 2.386 0.745 8.293
H 1.012 0.063 6.448
H 3.188 0.847 4.372
H 1.686 1.774 4.698
H 0.760 1.500 2.583
H 0.515 -0.177 2.081
H 2.110 0.520 2.017
H 3.718 -1.033 6.308
H 2.403 -1.699 5.469
C -2.127 -4.292 -1.601
C -1.623 -4.212 -3.028
C -0.176 -3.735 -3.072
O 0.295 -3.580 -4.397
C 1.627 -3.092 -4.443
N -1.747 -5.555 -3.609
H -1.936 -3.349 -1.081
H -1.825 -5.163 -1.022
H -3.215 -4.405 -1.597
H -2.250 -3.554 -3.636
H 0.458 -4.513 -2.612
H -0.006 -2.840 -2.462
H 2.270 -3.973 -4.540
H 1.925 -2.482 -3.590
H 1.748 -2.505 -5.355
H -0.971 -6.153 -3.330
H -1.589 -5.523 -4.616
C -7.036 2.213 2.206
C -6.732 0.939 3.005
C -5.321 0.771 3.500
O -4.377 1.285 2.557
C -3.069 0.843 2.822
N -7.633 0.943 4.170
H -6.656 3.057 2.783
H -8.104 2.294 2.027
H -6.470 2.187 1.272
H -7.005 0.061 2.401
H -5.094 -0.296 3.627
H -5.097 1.210 4.477
H -2.963 -0.222 2.544
H -2.821 0.880 3.884
H -2.324 1.272 2.152
H -8.582 1.079 3.849
H -7.596 0.075 4.693